[1]
105
Properties=species:S:1:pos:R:3 method="wB97M-V/def2-TZVPD" de_lowest_kj_mol=59.69 charge=-2
Rb 0.3383 0.2733 0.7896
C -2.7722 -2.2699 1.7823
C -3.4508 -1.0260 1.2925
C -4.8309 -0.7978 1.0797
C -4.9208 0.5389 0.7491
C -6.1425 1.3459 0.4435
N -3.6655 1.0459 0.7585
N -2.7637 0.0817 1.0699
B -3.2634 2.5339 0.6291
N -2.4540 2.9916 1.8715
N -1.2322 2.4716 2.1501
C -0.8547 2.9871 3.3071
C 0.4510 2.5955 3.9301
C -1.8497 3.8602 3.8020
C -2.8541 3.8261 2.8568
C -4.1673 4.5430 2.8615
N -2.4939 2.8321 -0.6820
N -1.4714 2.0614 -1.1334
C -1.0086 2.6538 -2.2240
C 0.1469 2.0857 -2.9867
C -1.7350 3.8345 -2.4907
C -2.6688 3.9097 -1.4793
C -3.6961 4.9694 -1.2346
H -3.0890 -3.1498 1.2202
H -3.0052 -2.4473 2.8343
H -1.6865 -2.1897 1.7115
H -5.6461 -1.5027 1.1636
H -7.0113 0.6870 0.4395
H -6.0749 1.8345 -0.5306
H -6.3069 2.1286 1.1869
H -4.2793 3.1835 0.6038
H 1.1977 2.3713 3.1672
H 0.3430 1.7058 4.5567
H 0.8356 3.4003 4.5594
H -1.8409 4.4280 4.7213
H -4.2273 5.1690 3.7523
H -5.0098 3.8476 2.8739
H -4.2892 5.1810 1.9836
H 0.5180 1.1755 -2.5088
H 0.9754 2.7972 -3.0283
H -0.1331 1.8505 -4.0178
H -1.5934 4.5372 -3.2989
H -3.6644 5.6908 -2.0516
H -3.5096 5.5029 -0.2990
H -4.7042 4.5538 -1.1750
C 3.2212 -4.2205 1.3459
Sb 2.4824 -2.3344 0.6065
C 4.4381 -1.4141 0.7023
C 2.8811 -2.9701 -1.5126
C 2.0330 -4.0771 -2.0439
C 2.4185 -5.4042 -1.7997
C 1.6865 -6.4917 -2.2477
C 0.5276 -6.2773 -2.9841
C 0.1345 -4.9752 -3.2479
C 0.8518 -3.8642 -2.7897
C 0.3298 -2.4978 -3.1228
Sb -1.0113 -1.6406 -1.6094
C -2.3150 -3.3616 -1.5951
C -2.2632 -0.6694 -3.0711
H 2.5096 -5.0159 1.1145
H 3.2978 -4.1456 2.4325
H 4.1959 -4.4496 0.9038
H 4.8442 -1.3463 -0.3098
H 5.0914 -2.0279 1.3254
H 4.3696 -0.4107 1.1241
H 3.9331 -3.2652 -1.4996
H 2.7779 -2.0343 -2.0615
H 3.3260 -5.5695 -1.2284
H 2.0200 -7.4987 -2.0249
H -0.0619 -7.1108 -3.3488
H -0.7630 -4.8024 -3.8336
H -0.2633 -2.5323 -4.0382
H 1.1278 -1.7625 -3.2517
H -2.4854 -3.7043 -2.6181
H -3.2676 -3.0660 -1.1486
H -1.8762 -4.1695 -1.0076
H -2.5946 -1.3980 -3.8149
H -1.7344 0.1524 -3.5565
H -3.1256 -0.2535 -2.5411
S 0.8154 -3.7206 3.8730
C 1.6544 -2.3089 4.3986
C 1.6354 -1.9052 5.7667
C 2.2991 -0.7777 6.1817
C 3.0133 -0.0140 5.2530
C 3.0106 -0.4616 3.9474
N 2.3765 -1.5641 3.5209
H 1.0659 -2.5116 6.4574
H 2.2621 -0.4768 7.2236
H 3.5328 0.8950 5.5283
H 3.5214 0.1120 3.1788
O 2.5148 1.2824 1.2159
N 3.0525 1.7823 0.2115
N 2.8384 1.1730 -0.9169
O 2.1091 0.0908 -1.0846
C 3.5431 1.7094 -2.0465
C 4.1702 2.9548 -2.0225
C 4.8100 3.4187 -3.1589
C 4.8338 2.6612 -4.3263
C 4.2019 1.4270 -4.3395
C 3.5540 0.9497 -3.2057
H 4.1402 3.5437 -1.1180
H 5.2899 4.3903 -3.1355
H 5.3328 3.0343 -5.2133
H 4.2038 0.8247 -5.2414
H 3.0430 -0.0029 -3.2019



[2]
97
Properties=species:S:1:pos:R:3 method="wB97M-V/def2-TZVPD" de_lowest_kj_mol=0.00 charge=+2 spin_multiplicity=5
P 1.6399 1.1296 -5.8721
C 3.2168 1.4076 -5.1617
C 4.2187 0.7466 -5.9388
H 3.9318 -0.1304 -6.5225
C 5.4854 1.2986 -6.0602
H 6.1660 0.8789 -6.8073
C 5.8397 2.3921 -5.2509
H 6.8295 2.8303 -5.3703
C 4.9376 2.8983 -4.2991
H 5.2710 3.6964 -3.6210
C 3.6287 2.4068 -4.2265
H 2.9479 2.7810 -3.4507
C 1.0423 -0.5219 -5.7731
C 1.7525 -1.5852 -5.1388
H 2.5599 -1.3646 -4.4312
C 1.4083 -2.9025 -5.4342
H 1.9755 -3.7314 -4.9792
C 0.3595 -3.1575 -6.3380
H 0.1452 -4.1831 -6.6349
C -0.4373 -2.1186 -6.8542
H -1.2761 -2.3137 -7.5353
C -0.1488 -0.8055 -6.4995
H -0.7720 0.0258 -6.8393
C 0.4838 2.4636 -5.7540
C 0.7032 3.2648 -6.9173
H 1.5819 3.0580 -7.5347
C -0.2346 4.1941 -7.3324
H -0.0590 4.6892 -8.2897
C -1.3599 4.4398 -6.5251
H -2.0765 5.1881 -6.8600
C -1.5348 3.7498 -5.3185
H -2.3941 3.9953 -4.6823
C -0.6365 2.7484 -4.9214
H -0.8035 2.2513 -3.9587
Os -0.1943 -0.2615 0.4653
C -1.7053 -1.3114 -0.3469
C -1.9143 -1.4913 -1.6844
H -2.3855 -1.7658 0.3860
C -1.1106 -0.7538 -2.7657
O -2.0400 -0.0248 -3.6288
H -1.5337 0.4436 -4.3177
C -0.1539 0.1155 -2.1571
H -0.5681 -1.4621 -3.4238
C 0.3004 0.6642 -1.0757
Cl 1.8238 1.0190 1.0343
P -1.3481 1.9208 0.4728
P 1.5459 -1.8463 0.1289
C -0.6958 3.0698 1.7103
H 0.3409 3.3181 1.4604
H -0.7029 2.6010 2.6985
H -1.3177 3.9732 1.7103
C -1.4677 3.0055 -0.9988
H -2.1787 2.6018 -1.7301
H -0.4974 3.1120 -1.4978
H -1.8062 4.0063 -0.6998
C -3.0658 1.5186 0.8281
H -3.0891 0.8350 1.6828
H -3.4998 1.0302 -0.0534
H -3.6003 2.4488 1.0531
C 2.5248 -2.0535 1.6383
H 1.8542 -2.1137 2.5019
H 3.1846 -1.1922 1.7651
H 3.1078 -2.9747 1.5601
C 0.8118 -3.4638 -0.2360
H 0.4347 -3.4665 -1.2660
H -0.0192 -3.6472 0.4523
H 1.5755 -4.2408 -0.1164
C 2.8011 -1.6507 -1.1803
H 3.1298 -0.6076 -1.2499
H 2.3965 -1.9707 -2.1495
H 3.6692 -2.2810 -0.9372
P -3.2626 -2.5605 -2.3031
C -3.8422 -3.5362 -0.9306
C -2.6725 -3.6435 -3.5979
H -4.1527 -2.9082 -0.0930
H -3.0630 -4.2128 -0.5713
H -4.6982 -4.1258 -1.2685
H -2.2658 -3.0560 -4.4290
H -3.5329 -4.2380 -3.9369
H -1.8837 -4.3010 -3.2110
C -4.6084 -1.5777 -2.9415
H -5.0603 -0.9870 -2.1378
H -5.3483 -2.2604 -3.3763
H -4.2177 -0.8881 -3.6949
H 0.9651 1.5268 -1.0824
Se -0.6638 -1.0795 2.7979
C -0.0114 0.2801 3.9469
C -0.9415 0.9454 4.7785
C -0.4823 1.6812 5.8690
C 0.8999 1.8403 6.0858
C 1.8214 1.3004 5.1748
C 1.3625 0.5403 4.1053
H -2.0064 0.8405 4.5628
H -1.2057 2.1332 6.5541
H 1.2602 2.3777 6.9670
H 2.8968 1.4723 5.2870
H 2.0604 0.1893 3.3485



[3]
99
Properties=species:S:1:pos:R:3 method="wB97M-V/def2-TZVPD" total_energy_ha=-2046.1767 charge=+1 spin_multiplicity=2
N -21.1767 17.4633 8.9637
C -21.9003 17.5401 10.0954
C -22.8716 18.5648 9.9371
C -22.7858 19.1162 8.6439
C -21.7179 18.3944 8.0806
H -20.3694 16.8683 8.8444
H -21.6797 16.9742 10.9884
H -23.5780 18.9148 10.6753
H -23.4461 19.9108 8.3292
H -21.3496 18.4990 7.0707
N -25.6007 23.5270 6.1458
C -26.9514 23.3316 6.0129
C -27.6255 24.4965 6.2204
C -26.6350 25.4670 6.2432
C -25.3849 24.9031 6.3155
H -24.9026 22.7971 6.1386
H -27.3873 22.3494 5.9043
H -28.7019 24.5780 6.1894
H -26.7548 26.5331 6.1183
H -24.4004 25.3312 6.4327
N -32.0318 20.4196 10.3957
C -32.7794 19.4792 11.0402
C -31.9158 18.7510 11.8703
C -30.6303 19.1078 11.5549
C -30.7240 20.1624 10.6182
H -32.3025 21.0914 9.6918
H -33.8531 19.3649 11.0180
H -32.0809 17.9081 12.5251
H -29.7557 18.6532 11.9964
H -30.0782 20.8900 10.1493
N -25.3015 22.0529 13.2367
C -26.6184 22.5229 13.5365
C -27.5384 21.4775 13.5927
C -26.7271 20.3511 13.2675
C -25.3803 20.6863 13.1180
H -24.5693 22.6865 12.9495
H -26.8066 23.5834 13.6152
H -28.6143 21.4850 13.6861
H -27.1211 19.3686 13.0535
H -24.5392 20.0582 12.8638
N -28.3280 25.1618 9.2962
C -29.3720 26.0344 9.6000
C -29.8352 25.6109 10.7861
C -29.2141 24.3933 11.1668
C -28.2719 24.0828 10.2292
H -27.8121 25.2633 8.4338
H -29.5297 26.8283 8.8850
H -30.6788 25.9446 11.3720
H -29.4374 23.6975 11.9620
H -27.5490 23.2991 10.0570
N -26.2027 17.9406 6.1540
C -24.8434 17.9993 6.0261
C -24.3982 17.3964 4.8559
C -25.5933 16.9472 4.1919
C -26.7182 17.2817 5.0364
H -26.7403 18.3776 6.8889
H -24.2295 18.3582 6.8389
H -23.3912 17.4240 4.4665
H -25.5572 16.5276 3.1974
H -27.7826 17.1330 4.9301
N -32.0734 20.9188 6.8718
C -30.7133 21.0788 7.2027
C -30.7168 22.3065 7.8960
C -31.9785 22.8452 7.9084
C -32.8082 21.9660 7.3879
H -32.5202 20.1022 6.4799
H -30.0018 20.3104 6.9386
H -29.7676 22.6535 8.2770
H -32.1904 23.7575 8.4463
H -33.8844 21.9469 7.2992
N -25.2127 15.6466 9.2945
C -25.8468 15.3009 10.3771
C -27.1641 15.0317 10.0579
C -27.2856 15.1160 8.6441
C -26.0293 15.4809 8.1525
H -24.2694 16.0045 9.2490
H -25.4765 15.6118 11.3428
H -27.9348 14.8534 10.7932
H -28.2174 15.0521 8.1018
H -25.6516 15.8135 7.1969
N -30.7596 17.4525 8.7662
C -31.2900 16.2936 9.1827
C -31.1472 15.3782 8.2341
C -30.4287 15.8916 7.1967
C -30.2065 17.2666 7.5252
H -30.7206 18.3380 9.2506
H -31.7489 16.1853 10.1544
H -31.5094 14.3628 8.2988
H -30.1465 15.3812 6.2877
H -29.7912 18.0934 6.9682
C -27.2943 20.4616 9.2182
C -26.8682 19.0129 9.5874
O -27.5459 18.2047 8.6206
H -28.3681 20.5761 9.0700
H -26.7417 20.7157 8.3137
H -26.9524 20.9524 10.1294
H -27.0728 18.5464 10.5510
H -25.8112 18.8594 9.3697
H -27.5273 17.2462 8.6707



[4]
93
Properties=species:S:1:pos:R:3 method="wB97M-V/def2-TZVPD" total_energy_ha=-2636.3997 charge=+1
C 0.4891 1.0983 3.3565
C 0.8068 2.6129 3.4531
C -0.5453 3.2872 3.3340
C -1.5579 2.4168 3.1651
C -1.0482 0.9998 3.1866
C -1.8178 0.0808 4.0701
C -3.2084 0.2699 4.1106
C -3.9019 -0.2595 5.1907
C -3.2233 -1.1159 6.0913
C -1.8932 -1.4916 5.8560
C -1.1769 -0.9062 4.8224
H 0.9928 0.6399 2.4955
H 0.8513 0.5536 4.2366
H 1.2556 2.7999 4.4346
H 1.5591 2.9320 2.7055
H -0.6240 4.3839 3.2941
H -2.6178 2.5947 2.9277
H -3.7069 0.8896 3.3650
H -4.9416 0.0269 5.3554
H -3.7479 -1.4907 6.9697
H -1.3724 -2.2076 6.5031
H -0.1402 -1.1702 4.6160
C -0.1456 3.2270 0.2510
Si -0.0180 2.7738 -1.5373
C -1.4858 3.4562 -2.4804
C 1.5872 3.5596 -2.1651
C 2.1694 3.0555 -3.3360
C 3.4100 3.5496 -3.7614
C 4.0737 4.5290 -3.0118
C 3.4859 5.0265 -1.8436
C 2.2402 4.5521 -1.4264
C 0.2268 0.8980 -1.8165
Si -0.5817 -0.4840 -0.9046
H -1.3761 0.5987 2.2705
C -2.3162 -1.0015 -1.1851
Si -2.2382 -1.7640 -2.9114
C -3.7119 -1.0699 -3.8079
C -0.7000 -1.4627 -3.9239
C -2.4196 -3.6510 -2.7923
C -1.6660 -4.4581 -3.6566
C -1.9081 -5.8329 -3.7160
C -2.8708 -6.4222 -2.8832
C -3.5934 -5.6167 -1.9860
C -3.3687 -4.2308 -1.9278
C 0.5235 -1.9427 -0.5339
Si 1.8997 -2.0373 0.8082
C 1.1514 -2.3433 2.4915
C 2.9786 -3.4849 0.3042
C 2.9884 -0.4886 0.8420
C 3.3609 0.1137 2.0595
C 3.9564 1.3833 2.0552
C 4.2624 2.0064 0.8514
C 4.0065 1.3700 -0.3535
C 3.3919 0.1035 -0.3625
H -1.1284 2.9235 0.6279
H 0.6286 2.7069 0.8240
H -0.0294 4.3060 0.4263
H -2.3772 2.8345 -2.2982
H -1.6903 4.4848 -2.1339
H -1.2645 3.4913 -3.5602
H 1.6649 2.2767 -3.9145
H 3.8562 3.1634 -4.6808
H 5.0487 4.9064 -3.3391
H 3.9938 5.7859 -1.2493
H 1.7810 4.9539 -0.5186
H -0.1454 0.7290 -2.8314
H 1.3336 0.7480 -1.7814
H -2.6182 -1.7402 -0.4185
H -3.0080 -0.1407 -1.1334
H -3.6284 0.0240 -3.8800
H -3.7246 -1.5096 -4.8153
H -4.6375 -1.3260 -3.2755
H -0.5437 -0.4056 -4.1668
H 0.2239 -1.8724 -3.4949
H -0.8876 -1.9784 -4.8792
H -0.8962 -4.0163 -4.3064
H -1.3422 -6.4446 -4.4251
H -3.0581 -7.4953 -2.9308
H -4.3448 -6.0607 -1.3326
H -3.9332 -3.6070 -1.2307
H -0.1305 -2.8116 -0.3082
H 1.0002 -2.0757 -1.5223
H 0.7683 -3.3786 2.5196
H 1.9172 -2.2389 3.2792
H 0.3141 -1.6635 2.7135
H 2.3408 -4.3304 0.0098
H 3.6335 -3.2194 -0.5375
H 3.6077 -3.7910 1.1517
H 3.1681 -0.3966 3.0079
H 4.1739 1.8703 3.0176
H 4.7178 3.0065 0.8572
H 4.2688 1.8366 -1.2998
H 3.2034 -0.4020 -1.3200



| no. | molecular weight (g mol⁻¹) |
| --- | --- |
| 1 | 1037.8 |
| 2 | 952.4 |
| 3 | 649.9 |
| 4 | 620.2 |